DFT (ωB97M-V/def2-TZVPD) results for a molecular structure, C24H60N4NaO12SSn3 at a distorted geometry.

XYZ file:
```
105
C24H60N4NaO12SSn3, DFT ωB97M-V/def2-TZVPD
H -2.742 -4.983 -3.563
H -1.189 -2.791 -2.053
O -1.098 -4.140 -4.384
H 5.480 3.243 1.252
H -1.892 2.049 -4.521
H -2.120 -2.687 5.445
C -1.415 5.589 -1.836
H 5.254 0.741 0.967
H 5.934 1.226 -0.519
O -0.988 1.311 0.525
C -1.716 -4.090 0.146
Sn -4.605 -1.647 -0.823
H -1.399 -2.552 3.831
C 3.669 1.220 -3.925
O 3.991 0.812 -0.609
H 4.089 0.366 -4.457
C 4.005 5.089 -0.314
C -1.586 -3.805 -2.112
H 4.759 5.672 0.215
N -0.425 1.663 -3.103
H -0.905 -4.809 0.033
H -2.442 5.497 -1.481
C 3.791 -0.656 -0.932
H 0.400 -0.286 -3.394
H 4.355 1.400 -3.098
H -2.334 4.225 -4.010
O -2.077 -0.548 -0.634
S -0.964 -0.118 0.273
H 4.053 -1.269 -0.070
C -2.599 -4.431 1.293
H 3.113 4.964 0.299
H -1.372 6.340 -2.624
C -1.194 -2.500 4.900
H -2.953 -4.905 -1.153
O -3.787 -3.596 1.620
C -3.066 -0.373 6.370
H -2.086 -4.438 2.255
H 0.068 -1.012 4.975
H -5.224 0.909 6.191
H -0.488 2.804 -4.883
C -2.172 -4.057 -3.481
N 4.322 3.643 -0.528
C 4.721 2.826 0.590
H 2.891 -0.823 -1.523
C 5.061 1.389 0.113
H 3.866 2.715 1.257
C -0.001 -3.367 5.205
O -0.889 4.388 -2.358
C -1.390 -4.405 -5.744
H 2.268 -4.936 4.283
H -3.557 -0.865 5.530
H -3.573 -0.552 7.318
H 3.575 6.922 -1.427
C -1.533 -0.757 6.437
H -4.363 1.670 7.497
H 1.682 1.650 -5.169
H -1.350 -3.066 0.230
H -4.130 -4.447 3.428
H 2.537 -3.471 5.260
N -2.562 -3.985 -1.011
H 1.691 6.932 -3.160
H -2.630 -3.214 -3.999
H -2.802 -5.502 1.313
H 2.020 0.000 -4.907
H -0.697 -4.434 -2.083
H -0.385 -4.383 5.294
H 2.952 6.099 -3.872
Na 0.948 -2.287 1.710
C 2.056 5.912 -3.279
H 4.455 5.724 -2.303
H -5.593 -3.831 2.806
O 2.435 5.283 -2.081
C 3.650 5.845 -1.579
C -4.402 1.590 6.411
H 3.814 1.996 -4.677
H -1.472 -1.437 7.286
H 1.265 5.297 -3.709
O 2.333 1.063 -3.412
O -1.064 -0.723 1.584
H -2.174 -3.845 -6.254
O 0.950 -3.252 4.083
Sn 1.419 2.466 -0.771
C -1.770 3.675 -3.257
C 0.153 0.623 -3.942
H -1.038 1.217 -2.436
H -4.980 -5.384 2.259
H -4.773 2.414 5.801
C 2.221 -3.847 4.287
H -0.811 6.066 -1.064
H -0.479 0.229 -4.737
O 0.308 -0.432 -0.317
H -1.056 0.163 6.774
O -3.152 1.013 6.070
H 0.510 -3.094 6.128
H 2.766 -3.553 3.389
H -1.842 -5.378 -5.935
C -1.082 2.562 -4.002
H 4.867 3.514 -1.368
Sn -1.618 1.662 3.418
C 1.519 0.851 -4.446
H -0.423 -4.313 -6.240
N -0.929 -1.057 5.127
C -4.692 -4.360 2.498
H -2.679 3.288 -2.796
H 4.511 -1.114 -1.610
```

## Properties
E_LUMO (eV): -15.53
Charge: +5
Frontier orbital gap (eV): 3.7
Spin multiplicity: 1
DFT total energy (hartree): -3273.46625

=====

DFT (ωB97M-V/def2-TZVPD) results for 6 unconnected molecules or ions with the total composition C24H60O12 at a distorted geometry.

XYZ file:
```
96
C24H60O12, DFT ωB97M-V/def2-TZVPD
H -16.472 -17.799 -9.371
H -15.088 -18.459 -10.297
H -13.317 -17.675 -2.344
O -9.164 -8.790 -5.959
H -12.381 -14.633 -9.282
H -12.214 -19.014 -7.472
H -15.821 -19.418 -8.957
H -14.969 -18.726 -5.977
H -14.883 -18.872 -4.191
H -8.096 -7.603 -4.612
H -8.069 -9.584 -7.512
O -15.223 -12.445 -11.811
H -14.476 -13.980 -13.045
C -16.950 -20.051 -11.811
C -14.817 -13.777 -12.023
C -18.949 -21.078 -9.950
H -14.471 -16.098 -9.270
C -11.247 -19.209 -7.966
C -18.582 -19.998 -7.900
H -10.877 -15.612 -9.338
H -18.885 -21.919 -11.896
H -17.441 -12.681 -12.706
H -13.700 -15.006 -7.176
H -17.505 -16.400 -4.964
H -16.022 -19.718 -12.278
C -10.124 -10.312 -7.498
C -13.687 -16.662 -2.507
C -15.780 -16.331 -3.625
H -15.868 -19.996 -5.181
C -10.903 -11.701 -9.298
O -17.070 -14.792 -12.481
H -14.008 -13.970 -11.299
H -18.651 -19.045 -8.436
C -8.220 -7.805 -5.677
H -10.745 -19.960 -6.035
H -16.265 -14.775 -10.639
O -14.531 -17.988 -8.437
H -19.107 -20.041 -10.273
H -17.041 -19.389 -10.949
H -15.827 -16.365 -5.691
H -17.830 -19.911 -7.116
H -13.221 -20.296 -9.406
C -14.253 -11.493 -12.144
O -12.146 -16.162 -7.837
H -8.797 -21.280 -5.989
H -15.403 -15.749 -11.833
H -15.538 -16.279 -7.924
C -16.482 -16.766 -4.909
H -17.739 -19.825 -12.533
H -11.582 -11.224 -10.012
C -10.307 -19.251 -6.746
O -9.931 -10.765 -8.821
H -11.438 -12.126 -8.447
H -14.569 -10.547 -11.697
H -11.064 -9.753 -7.416
H -9.407 -8.362 -7.927
O -16.924 -21.400 -11.397
H -18.343 -13.577 -11.400
H -18.046 -22.896 -10.709
O -8.976 -19.543 -7.062
H -7.596 -21.000 -7.273
H -18.714 -13.837 -13.051
H -14.230 -11.343 -13.235
O -18.254 -21.081 -8.729
C -15.897 -14.785 -11.673
C -15.574 -18.419 -9.317
H -13.233 -11.712 -11.805
H -11.058 -18.387 -8.660
C -9.074 -9.206 -7.325
C -12.211 -20.453 -9.794
H -12.062 -21.459 -10.177
H -10.268 -12.414 -9.830
H -12.397 -16.234 -9.902
H -10.312 -18.232 -6.353
H -19.547 -20.138 -7.397
H -7.227 -8.110 -6.035
H -10.136 -11.083 -6.727
H -9.240 -21.481 -7.743
H -8.369 -6.802 -6.101
O -16.692 -18.165 -4.960
H -16.213 -16.756 -2.714
C -14.546 -16.575 -8.284
C -15.527 -18.967 -5.064
C -8.649 -20.928 -7.012
O -14.384 -16.552 -3.740
C -17.869 -13.624 -12.387
C -13.473 -16.067 -7.369
H -13.521 -16.468 -6.355
H -19.990 -21.421 -9.882
H -11.991 -19.721 -10.577
C -11.940 -15.622 -9.111
H -15.911 -15.245 -3.499
H -12.830 -15.998 -2.594
H -14.328 -16.380 -1.672
O -11.331 -20.411 -8.685
C -18.214 -21.869 -11.030
```

## Properties
E_LUMO (eV): 0.51
Structure (SMILES): COCCOC.COCCOC.COCCOC.COCCOC.COCCOC.COCCOC
Frontier orbital gap (eV): 9.5
Spin multiplicity: 1
Relative energy (zero: lowest compared OMol25 entry of this formula, charge and spin) (eV): 5.1715
DFT total energy (hartree): -1852.98356

=====

DFT (ωB97M-V/def2-TZVPD) results for 6 unconnected molecules or ions with the total composition C24H60O12 at a distorted geometry.

XYZ file:
```
96
C24H60O12, DFT ωB97M-V/def2-TZVPD
C -4.234 -1.846 -1.886
H 0.263 3.101 5.402
C 5.969 3.500 -1.392
H -1.486 -2.815 -4.413
H -1.995 2.292 6.316
C 1.048 -1.230 0.483
H 1.414 0.806 -0.939
H 0.994 4.159 -1.254
O 1.624 -5.153 4.552
C -1.909 1.413 5.677
C 2.846 3.720 -3.270
H -2.572 -3.876 -2.442
H -4.021 -1.586 -0.849
H 0.390 -5.698 6.139
C -2.176 0.862 -4.862
C -4.343 2.931 5.012
C 2.879 -4.444 2.522
H -0.483 2.933 -4.424
H 4.133 5.048 -2.204
C -3.318 0.823 5.444
C -0.267 2.200 -5.201
H 1.313 -3.331 3.629
H 1.607 -2.785 -2.845
H 0.329 2.754 -5.926
H 0.642 0.808 1.171
O -1.396 1.600 -5.792
C -1.863 1.554 -1.868
H -3.259 -0.073 4.826
H -0.474 -1.849 -3.316
H -1.265 0.745 6.250
H 4.283 -2.707 1.038
C 1.533 -0.033 -1.625
H 0.469 3.005 -2.374
H -4.796 2.975 6.002
H -1.993 0.026 2.881
H -0.267 4.631 -2.369
H 3.314 -5.439 2.434
H -0.073 -4.242 5.375
O -1.079 -0.495 1.181
H 4.341 -4.274 0.229
C 1.596 -4.350 3.363
C 0.324 -0.224 1.313
H -3.560 2.385 -4.560
H -1.547 0.111 -4.384
H -4.934 -1.086 -2.233
O 2.524 -3.977 1.230
H -2.783 0.216 -5.497
H -5.127 3.361 4.389
H -3.025 0.003 1.481
H 3.319 3.965 -1.171
H 5.610 3.624 -0.370
C -3.072 1.646 -3.925
O -4.181 1.585 4.638
H 0.792 -4.674 2.701
C -2.024 0.271 1.820
H -0.357 -5.706 4.444
H -1.395 2.273 -1.196
O -3.039 -1.863 -2.712
H 1.044 0.230 -2.564
H 2.625 2.656 -3.357
H 3.568 -3.782 3.048
O -0.086 -3.885 -3.394
C -0.984 -2.804 -3.446
C 3.816 4.007 -2.140
O 4.932 3.120 -2.246
H 2.597 -0.113 -1.846
O -1.207 1.863 4.452
H -1.680 -2.866 -1.386
C 0.321 -5.234 5.155
H -3.432 3.527 4.952
C 1.057 -3.679 -2.551
H -1.118 0.783 -2.067
O 0.835 -1.104 -0.944
H 0.780 1.435 4.847
H 0.666 2.668 3.793
H 0.784 -2.211 0.880
H 2.098 -1.234 0.774
H 0.794 -3.707 -1.494
C -2.100 -2.895 -2.391
H -3.837 1.058 -3.417
H 0.365 1.473 -4.691
O -2.433 2.366 -2.962
C 0.666 4.073 -2.290
H -3.710 0.596 6.436
H 0.443 -0.291 2.394
C 0.140 2.300 4.674
H 3.346 3.933 -4.215
H 3.380 -2.987 -0.412
C 3.682 -3.458 0.524
H 1.714 -4.505 -2.824
H 6.562 4.295 -1.843
H -2.635 0.997 -1.338
H 6.716 2.706 -1.412
H -1.879 1.347 1.726
H -4.793 -2.778 -1.961
O 1.725 4.534 -3.105
```

## Properties
E_LUMO (alpha / beta) (eV): -2.09 / -8.43
Charge: +1
Frontier orbital gap (alpha / beta) (eV): 9.4 / 3.0
Spin multiplicity: 2
Relative energy (zero: lowest compared OMol25 entry of this formula, charge and spin) (eV): 0.0000
DFT total energy (hartree): -1852.62854

=====

DFT (ωB97M-V/def2-TZVPD) results for a molecular structure, C24H61F6KN4O29S8 at a distorted geometry.

XYZ file:
```
133
C24H61F6KN4O29S8, DFT ωB97M-V/def2-TZVPD
O 2.519 -5.828 -1.553
O -6.638 -4.500 -0.785
S -7.064 -3.154 -1.061
C -3.616 -2.177 -2.615
C 2.037 -1.316 3.870
O 0.286 -6.917 -1.543
F -1.762 -1.097 -0.155
S 2.001 -1.046 1.977
O -0.104 2.189 -4.600
N 2.567 2.555 -1.977
H 6.192 3.124 -4.621
H -3.064 3.049 -1.963
H 1.666 -0.837 -4.742
H 4.672 1.539 -0.237
H 0.935 3.774 -1.409
N 3.271 -5.173 3.546
H 5.523 4.004 -3.272
O 3.479 3.173 -1.471
F -1.495 0.616 -1.444
C 1.335 3.279 -2.291
C 0.239 5.558 1.368
H 1.334 0.325 -3.478
C 0.500 0.760 -6.793
H 1.814 -1.932 -2.469
O -8.304 -2.901 -1.732
O 2.053 -2.351 1.360
C 5.436 0.787 -0.392
H 0.416 -0.284 -7.074
H 1.493 1.114 -6.523
H -0.825 -1.275 2.554
S -1.361 4.691 1.623
H 0.613 1.315 7.670
H 0.055 -1.688 -2.363
H 0.712 -2.668 -3.634
N 2.218 1.366 8.744
H 7.921 2.858 -3.119
S 7.044 1.563 -0.302
C 4.592 -4.642 -1.338
C -4.686 2.333 0.574
O -2.446 5.626 1.707
H -1.720 3.551 -3.003
K -0.880 1.001 3.753
H -0.024 6.386 0.713
O 2.836 2.392 8.898
H 2.879 -3.919 -2.413
H 2.067 1.793 6.672
H -6.775 4.202 1.719
H 5.007 -5.619 -1.092
C -2.013 3.321 -1.978
H 4.741 -3.696 3.504
H -0.821 5.009 -1.354
O 1.231 -0.637 -0.740
O -5.690 2.896 2.961
H -7.531 2.710 2.018
O 0.911 1.597 0.159
H 4.953 2.364 -3.714
H 3.967 -3.984 1.892
O -3.841 1.302 2.837
O -1.914 1.104 -5.815
H 5.340 0.268 -1.345
H -1.307 2.556 -1.662
C 0.907 -1.769 -3.043
H 0.883 4.890 0.799
O -1.455 3.864 0.203
F 3.234 -1.734 4.221
C -6.930 3.477 2.522
H -7.005 4.845 4.091
H 5.351 -4.039 -1.837
F -1.880 0.897 0.712
H -2.560 -2.332 -2.389
H -4.177 1.632 -0.078
H -4.423 -3.831 -1.588
H -3.654 -1.090 -2.712
C 0.938 -0.574 -3.959
H 5.136 -5.100 2.499
H -4.301 -2.359 -0.577
C -1.589 -2.967 3.235
S 0.931 -5.696 -1.911
H -3.842 -2.661 -3.564
O 3.535 -6.035 4.344
H 1.762 0.027 7.254
C 4.337 -4.426 2.809
C 0.430 -4.411 -0.800
O 2.144 -4.835 3.226
H 1.657 4.119 -2.911
S -5.074 1.633 2.188
O -1.571 -1.535 3.121
C 5.823 3.009 -3.595
H 3.676 -5.286 -3.172
H 4.344 -4.083 -0.435
H -7.686 3.291 4.559
O -0.327 -0.343 -4.564
C 3.363 -4.875 -2.213
H -2.514 5.271 -0.969
O 2.020 0.539 9.602
H -8.605 4.404 3.453
H 0.979 -4.526 0.132
H -7.757 -2.732 1.112
O 8.020 0.628 -0.812
H 6.996 1.347 -2.981
H -5.549 2.832 0.139
O 6.829 2.728 -1.410
C -7.046 -2.207 0.475
C 6.974 2.423 -2.805
H 0.118 1.419 -7.570
H -7.458 -1.209 0.349
C 1.648 1.097 7.384
H -0.614 -4.658 -0.610
S -0.548 1.044 -5.375
H -2.605 -3.281 2.997
H -1.412 -3.229 4.278
O 7.216 2.277 0.924
N 0.453 -0.331 1.697
F 1.141 -2.222 4.201
H -3.972 3.127 0.805
F 1.755 -0.150 4.460
H 0.578 -3.446 -1.275
O 2.633 1.393 -2.305
O -1.230 3.626 2.586
H 5.415 -0.016 0.346
O 0.820 -5.195 -3.256
O -6.082 0.601 2.065
H -6.025 -2.169 0.838
H 0.619 2.628 -2.773
O -5.913 -2.429 -1.919
O 3.076 -0.158 1.663
C -4.555 -2.752 -1.562
C -1.745 4.499 -1.050
S 0.542 0.195 0.220
C -7.633 4.017 3.754
H 0.648 5.819 2.336
C -1.308 0.149 -0.232
H -0.856 -3.460 2.601
```

## Properties
E_LUMO (eV): -0.74
Frontier orbital gap (eV): 9.9
Spin multiplicity: 1
Relative energy (zero: lowest compared OMol25 entry of this formula, charge and spin) (eV): 0.0000
DFT total energy (hartree): -7736.28398

=====

Q: Which value of DFT total energy does entry 4 give?
A: -7736.28398 hartree